[1]
{"formula": "C36H31AsN6PtS2", "method": "ωB97M-V/def2-TZVPD", "spin_multiplicity": 1, "e_above_lowest_kcal_mol": 49.5, "homo_ev": [-12.2, -12.2], "gap_ev": [5.55, 5.55], "total_charge": 2, "lumo_ev": [-6.64, -6.64], "elements": ["Pt", "C", "C", "C", "C", "C", "C", "N", "C", "C", "C", "C", "C", "C", "N", "N", "C", "C", "C", "C", "C", "N", "H", "H", "H", "H", "H", "H", "H", "H", "H", "H", "H", "H", "H", "S", "C", "C", "C", "C", "C", "C", "As", "C", "C", "C", "C", "C", "C", "C", "C", "C", "C", "C", "C", "H", "H", "H", "H", "H", "H", "H", "H", "H", "H", "H", "H", "H", "H", "N", "C", "N", "S", "H", "H", "H", "H"], "positions_angstrom": [[-0.386, 0.424, 0.035], [2.035, -0.651, 5.195], [2.458, 0.052, 4.081], [1.579, 0.335, 3.043], [0.240, -0.053, 3.111], [-0.161, -0.817, 4.217], [0.723, -1.104, 5.241], [-0.670, 0.276, 2.070], [-2.014, 0.388, 2.339], [-2.582, 0.674, 3.606], [-3.944, 0.726, 3.761], [-4.841, 0.514, 2.694], [-4.335, 0.317, 1.442], [-2.939, 0.284, 1.273], [-2.340, 0.208, 0.033], [-2.999, 0.284, -1.036], [-2.175, 0.495, -2.152], [-2.764, 0.600, -3.399], [-1.960, 0.897, -4.488], [-0.599, 1.077, -4.296], [-0.078, 0.953, -3.020], [-0.844, 0.673, -1.966], [2.717, -0.859, 6.008], [3.481, 0.399, 4.012], [1.939, 0.878, 2.185], [-1.166, -1.211, 4.276], [0.380, -1.691, 6.083], [-1.939, 0.888, 4.447], [-4.344, 0.960, 4.739], [-5.907, 0.550, 2.864], [-4.971, 0.203, 0.576], [-3.831, 0.460, -3.483], [-2.395, 0.992, -5.474], [0.061, 1.306, -5.120], [0.978, 1.067, -2.816], [1.136, -1.804, -0.950], [1.767, -3.419, -1.279], [2.364, -3.957, -2.405], [2.908, -5.233, -2.272], [2.864, -5.928, -1.056], [2.240, -5.373, 0.051], [1.654, -4.129, -0.132], [0.666, -2.918, 0.930], [-1.200, -3.243, 0.649], [-2.106, -2.879, 1.641], [-3.465, -3.072, 1.433], [-3.909, -3.610, 0.236], [-3.000, -3.955, -0.760], [-1.644, -3.764, -0.564], [1.128, -3.490, 2.705], [0.249, -4.274, 3.445], [0.697, -4.817, 4.638], [1.989, -4.571, 5.085], [2.853, -3.785, 4.337], [2.423, -3.231, 3.143], [2.441, -3.397, -3.327], [3.408, -5.684, -3.119], [3.317, -6.907, -0.983], [2.183, -5.901, 0.994], [-1.759, -2.456, 2.575], [-4.171, -2.795, 2.204], [-4.968, -3.765, 0.075], [-3.351, -4.381, -1.691], [-0.945, -4.037, -1.344], [-0.746, -4.500, 3.091], [0.032, -5.445, 5.215], [2.325, -5.003, 6.018], [3.860, -3.598, 4.684], [3.097, -2.618, 2.558], [1.936, 3.893, -0.687], [1.453, 2.956, 0.118], [0.763, 3.308, 1.193], [1.808, 1.294, -0.234], [1.847, 4.877, -0.489], [2.461, 3.616, -1.499], [0.595, 4.272, 1.438], [0.450, 2.591, 1.831]]}


[2]
{"formula": "C36H31AuFN2P2Te", "method": "ωB97M-V/def2-TZVPD", "s_squared": 2.02, "spin_multiplicity": 3, "e_above_lowest_kcal_mol": 41.8, "homo_ev": [-10.1, -10.6], "gap_ev": [7.23, 5.63], "total_charge": 1, "lumo_ev": [-2.87, -5.01], "elements": ["Au", "Te", "C", "C", "C", "N", "C", "C", "C", "P", "C", "C", "C", "C", "C", "C", "C", "C", "C", "C", "C", "C", "P", "C", "C", "C", "C", "C", "C", "C", "C", "C", "C", "C", "C", "H", "H", "H", "H", "H", "H", "H", "H", "H", "H", "H", "H", "H", "H", "H", "H", "H", "H", "H", "H", "H", "H", "H", "H", "F", "C", "C", "C", "C", "C", "C", "H", "H", "H", "H", "N", "H", "H", "H"], "positions_angstrom": [[1.026, 0.267, 2.047], [-2.700, 0.165, -1.368], [-1.941, -0.221, -3.339], [-0.978, 0.623, -3.870], [-0.567, 0.401, -5.175], [-1.048, -0.568, -5.928], [-1.972, -1.359, -5.425], [-2.458, -1.234, -4.130], [-0.768, 0.450, -0.533], [-0.527, 1.794, 0.601], [1.157, 2.459, 0.297], [1.424, 3.630, 1.005], [2.672, 4.217, 0.934], [3.662, 3.633, 0.159], [3.396, 2.474, -0.554], [2.148, 1.876, -0.482], [-1.490, 3.118, -0.198], [-2.662, 3.606, 0.364], [-3.378, 4.588, -0.300], [-2.926, 5.076, -1.514], [-1.752, 4.592, -2.071], [-1.028, 3.618, -1.413], [0.044, -0.998, 0.128], [-1.084, -1.835, 1.286], [-0.723, -3.125, 1.672], [-1.444, -3.775, 2.654], [-2.508, -3.136, 3.268], [-2.846, -1.843, 2.908], [-2.136, -1.187, 1.919], [0.026, -2.104, -1.327], [0.882, -1.796, -2.382], [0.839, -2.537, -3.549], [-0.040, -3.602, -3.662], [-0.900, -3.902, -2.617], [-0.878, -3.156, -1.453], [-0.572, 1.440, -3.295], [0.167, 1.045, -5.638], [-2.353, -2.124, -6.088], [-3.221, -1.902, -3.763], [0.638, 4.083, 1.597], [2.874, 5.125, 1.482], [4.642, 4.084, 0.113], [4.165, 2.035, -1.171], [1.947, 0.963, -1.030], [-3.000, 3.227, 1.320], [-4.288, 4.976, 0.134], [-3.488, 5.840, -2.028], [-1.398, 4.978, -3.015], [-0.095, 3.255, -1.824], [0.120, -3.611, 1.199], [-1.176, -4.781, 2.940], [-3.069, -3.646, 4.037], [-3.664, -1.342, 3.400], [-2.397, -0.167, 1.654], [1.576, -0.970, -2.291], [1.487, -2.286, -4.376], [-0.053, -4.202, -4.559], [-1.600, -4.720, -2.707], [-1.566, -3.393, -0.653], [4.117, -4.270, 4.872], [3.490, -3.264, 4.239], [3.119, -3.425, 2.916], [2.451, -2.391, 2.281], [2.163, -1.219, 2.956], [2.581, -1.063, 4.266], [3.245, -2.088, 4.924], [3.363, -4.341, 2.399], [2.169, -2.506, 1.240], [2.413, -0.133, 4.788], [3.576, -1.982, 5.947], [0.806, 1.946, 3.763], [1.631, 2.537, 3.772], [0.680, 1.556, 4.691], [0.001, 2.526, 3.553]]}


[3]
{"formula": "C36H31BClIN2O18S", "method": "ωB97M-V/def2-TZVPD", "spin_multiplicity": 1, "homo_ev": -8.9, "gap_ev": 7.36, "total_charge": 0, "lumo_ev": -1.52, "elements": ["O", "B", "O", "C", "C", "C", "C", "C", "Cl", "C", "C", "C", "C", "C", "I", "C", "N", "S", "N", "C", "H", "H", "H", "H", "H", "H", "H", "H", "H", "H", "H", "H", "H", "H", "H", "C", "C", "C", "O", "C", "C", "C", "O", "O", "O", "H", "H", "H", "H", "C", "C", "C", "O", "C", "C", "C", "O", "O", "O", "H", "H", "H", "H", "C", "C", "C", "O", "C", "C", "C", "O", "O", "O", "H", "H", "H", "H", "C", "C", "C", "O", "C", "C", "C", "O", "O", "O", "H", "H", "H", "H"], "positions_angstrom": [[0.096, 5.625, 2.553], [0.503, 4.552, 1.739], [-0.464, 3.624, 1.381], [2.024, 4.458, 1.304], [2.472, 4.175, 0.030], [1.497, 3.867, -1.114], [1.026, 2.388, -1.011], [2.110, 1.375, -1.440], [1.352, -0.276, -1.321], [3.890, 4.155, -0.267], [4.880, 4.378, 0.658], [6.325, 4.333, 0.148], [7.439, 4.595, 1.177], [7.895, 3.385, 2.057], [6.689, 1.611, 1.960], [4.438, 4.652, 2.000], [5.235, 4.889, 3.067], [4.215, 5.155, 4.290], [2.743, 4.979, 3.611], [3.022, 4.688, 2.320], [0.367, 5.408, 3.460], [-0.951, 3.315, 2.156], [2.013, 4.034, -2.078], [0.626, 4.542, -1.105], [0.743, 2.137, 0.022], [0.124, 2.252, -1.629], [2.512, 1.552, -2.446], [2.898, 1.378, -0.670], [4.186, 3.950, -1.303], [6.408, 5.130, -0.620], [6.451, 3.393, -0.419], [7.200, 5.452, 1.824], [8.330, 4.913, 0.601], [8.944, 3.150, 1.820], [7.908, 3.690, 3.116], [0.269, -5.493, -0.608], [0.191, -4.163, -0.455], [-0.556, -3.548, 0.693], [-0.582, -2.337, 0.798], [-1.224, -4.442, 1.632], [-1.147, -5.767, 1.474], [-0.380, -6.383, 0.345], [-0.330, -7.597, 0.263], [-1.753, -6.612, 2.320], [0.771, -3.320, -1.310], [0.805, -5.949, -1.429], [-1.774, -3.990, 2.445], [-1.546, -7.509, 1.993], [0.572, -2.420, -0.979], [-0.955, -2.561, -5.558], [-0.518, -1.556, -4.790], [0.308, -0.438, -5.354], [0.664, 0.463, -4.617], [0.651, -0.486, -6.770], [0.217, -1.493, -7.537], [-0.631, -2.595, -6.979], [-1.013, -3.476, -7.725], [0.512, -1.572, -8.837], [-0.795, -1.494, -3.480], [-1.552, -3.371, -5.164], [1.261, 0.316, -7.162], [0.079, -2.386, -9.157], [-0.366, -0.672, -3.149], [-3.163, 2.264, -1.211], [-4.387, 2.802, -1.281], [-5.466, 2.194, -2.126], [-6.566, 2.715, -2.137], [-5.143, 1.003, -2.900], [-3.919, 0.464, -2.834], [-2.847, 1.060, -1.968], [-1.755, 0.524, -1.928], [-3.589, -0.626, -3.531], [-4.715, 3.906, -0.605], [-2.377, 2.693, -0.602], [-5.925, 0.585, -3.518], [-2.653, -0.823, -3.312], [-5.649, 4.082, -0.826], [-3.410, -5.017, 4.738], [-3.491, -3.691, 4.894], [-4.235, -3.076, 6.038], [-4.259, -1.863, 6.140], [-4.903, -3.967, 6.979], [-4.826, -5.295, 6.823], [-4.058, -5.910, 5.691], [-4.005, -7.122, 5.607], [-5.426, -6.142, 7.662], [-2.908, -2.846, 4.032], [-2.872, -5.469, 3.917], [-5.452, -3.512, 7.791], [-5.216, -7.036, 7.330], [-3.109, -1.950, 4.363]]}